[1]
ORCA calculation (ωB97M-V/def2-TZVPD) on a structure of composition C24H40AuBF6N6P.

Geometry (Å):
H (-1.559280, -3.284755, -4.420514)
F (-0.430987, -1.812104, 4.622514)
C (-1.493005, -4.639029, 0.947376)
C (-1.810989, -2.436415, 2.091349)
C (-1.366157, 2.394494, -4.075355)
H (-2.285750, -2.924269, 2.941780)
H (-3.707092, 4.101960, 0.355716)
F (-0.073642, -0.100779, 6.225887)
H (-1.741608, -5.270372, 0.095273)
Au (-0.124440, 0.168586, 0.737892)
C (-1.326302, 2.280233, 2.071729)
H (-1.879043, 3.301972, -4.383222)
H (-1.451137, 5.280749, 0.359502)
H (5.331158, -0.925319, 1.896693)
C (-1.817068, 3.196824, -1.644333)
H (-4.099613, -2.366362, 0.503057)
N (-0.738580, 1.293315, -1.926984)
C (-1.323762, 2.323653, -2.591955)
F (0.254861, -0.584722, 2.580897)
C (-1.516620, 2.668130, -0.388294)
C (3.599279, -0.058859, -1.669957)
H (2.403110, -0.524606, 2.341460)
C (-1.722678, -3.161338, -1.717995)
H (5.377048, 1.377909, -0.167840)
H (-4.059710, -3.811061, 1.515977)
H (-0.361870, 2.407043, -4.498639)
C (4.706852, 1.468172, 0.686119)
H (-1.897673, 1.540915, -4.495954)
H (-1.603798, -1.525535, -4.555784)
H (3.631341, 0.536147, 2.985767)
F (1.555165, -0.832514, 4.665953)
H (-1.847957, 1.310543, 2.055465)
F (-1.392878, 0.148919, 4.275232)
H (2.113692, -1.101140, -4.408931)
H (-0.018388, 4.470480, 1.009529)
N (-0.685129, -1.229633, -1.876932)
C (3.016632, 0.058575, -0.362282)
C (2.980322, 0.369478, 2.128362)
H (-1.898826, -5.111313, 1.841786)
N (-0.886757, -1.463146, -0.544448)
C (-1.088323, -2.362725, -4.087285)
C (-1.099298, 4.574849, 1.110390)
H (-3.861855, 2.458441, 0.994352)
H (-1.546719, 2.682623, 3.061472)
H (-0.746839, -2.393785, 2.303494)
H (2.155072, 0.660923, -4.519125)
C (-3.635537, -3.344977, 0.627001)
H (5.390626, -1.151966, 0.151495)
H (2.314671, 1.235400, 2.075720)
B (-0.019687, 0.045268, -2.424314)
H (-1.312956, 4.992692, 2.093878)
F (0.588661, 1.132963, 4.316509)
C (-2.109967, -3.227424, 0.832376)
C (2.579703, -0.111667, -2.569297)
H (5.319028, 1.590765, 1.579039)
C (-1.555417, -2.604416, -0.403354)
C (-1.168266, -2.289965, -2.604410)
H (0.008081, 0.016657, -3.605288)
N (1.694057, 0.026879, -0.519770)
H (-2.216326, -1.420565, 2.051234)
H (-2.337525, 4.118441, -1.840317)
H (-0.054881, -2.364249, -4.431071)
H (4.101862, 2.366947, 0.564635)
N (-0.860701, 1.510784, -0.602756)
H (-2.227375, -4.083683, -1.946685)
H (-3.560021, 3.812952, 2.088894)
C (2.621312, -0.205831, -4.052669)
H (4.123297, -1.942105, 1.107058)
N (1.409914, -0.022290, -1.858215)
C (4.719398, -1.035947, 1.001327)
C (-1.809939, 3.216077, 0.974268)
H (-0.409195, -4.593527, 1.050944)
H (4.653278, -0.068575, -1.885915)
H (-0.229483, 2.159297, 2.073550)
C (3.824134, 0.216474, 0.880541)
H (-3.894088, -3.965554, -0.229701)
H (3.659060, -0.251230, -4.374835)
P (0.065849, -0.318204, 4.706603)
C (-3.332318, 3.405431, 1.104358)

Atomic forces in eV per Å
H 0.01 0.01 -0.01
F 0.07 0.08 0.00
C -0.07 0.01 0.04
C -0.04 -0.12 -0.02
C -0.02 0.04 -0.03
H -0.01 0.01 0.00
H 0.00 0.00 -0.01
F 0.01 -0.02 -0.13
H 0.00 -0.01 -0.02
Au 0.06 -0.10 0.14
C -0.07 0.07 0.08
H 0.00 0.00 -0.01
H 0.00 0.00 -0.01
H 0.01 0.00 0.00
C -0.12 0.19 -0.09
H 0.00 0.03 0.00
N 0.07 -0.11 -0.20
C 0.08 -0.12 0.15
F 0.27 -0.21 -0.31
C 0.21 -0.32 -0.13
C 0.05 -0.01 -0.04
H -0.01 -0.01 0.00
C 0.00 0.02 0.06
H 0.01 0.01 0.00
H -0.01 -0.01 0.00
H 0.01 0.02 0.00
C 0.04 -0.02 0.00
H -0.02 0.00 0.00
H -0.01 0.01 0.00
H 0.01 0.01 0.00
F -0.07 0.04 -0.06
H -0.04 -0.05 0.00
F 0.04 -0.01 -0.06
H 0.00 -0.01 0.00
H 0.02 0.00 -0.01
N 0.05 -0.25 -0.19
C -0.10 -0.13 0.07
C 0.02 -0.03 0.11
H 0.00 -0.02 0.00
N -0.11 0.17 0.09
C -0.03 -0.05 -0.01
C -0.05 -0.04 0.07
H -0.01 -0.02 -0.01
H 0.02 -0.01 0.01
H -0.09 -0.08 -0.05
H 0.00 0.01 0.00
C 0.00 -0.04 0.04
H 0.01 0.01 -0.02
H -0.05 0.03 -0.03
B -0.23 0.24 0.05
H 0.01 0.03 0.00
F 0.00 -0.05 -0.04
C 0.04 0.02 -0.03
C -0.21 0.00 -0.04
H 0.01 -0.01 0.00
C 0.04 -0.06 0.00
C 0.09 0.18 0.08
H 0.02 -0.03 -0.01
N -0.02 0.20 0.14
H -0.01 0.02 -0.02
H -0.01 0.01 -0.01
H 0.01 0.00 0.00
H -0.02 0.01 0.00
N -0.15 0.24 0.07
H -0.01 -0.02 0.00
H -0.02 0.01 0.00
C 0.07 0.00 -0.01
H -0.02 -0.01 0.01
N 0.29 -0.11 -0.07
C 0.02 0.02 0.05
C -0.07 0.10 -0.06
H 0.02 0.02 0.00
H 0.03 0.01 0.00
H 0.07 0.04 0.02
C -0.06 0.04 -0.07
H 0.00 -0.01 -0.02
H -0.01 0.00 -0.01
P -0.06 0.11 0.50
C 0.07 0.02 0.05

E_HOMO (alpha / beta): -15.77 / -15.07 eV
<S²>: 3.77
E_LUMO (alpha / beta): -5.352 / -10.957 eV
spin multiplicity: 4
orbital gap (alpha / beta): 10.42 / 4.11 eV
net charge: +2

So, what does the Mulliken scheme give us? The charges, in e, come out as: 0.40 -0.32 -1.69 -2.11 -1.40 0.63 0.41 -0.22 0.41 1.18 -1.79 0.39 0.41 0.46 -1.33 0.37 0.32 0.94 -0.55 -0.22 -0.85 0.29 -0.92 0.40 0.45 0.30 -1.61 0.30 0.29 0.61 -0.32 0.10 -0.32 0.23 0.37 0.44 -0.34 -2.03 0.46 0.17 -1.39 -1.69 0.38 0.71 0.31 0.29 -1.64 0.41 0.20 -0.24 0.46 -0.31 2.52 0.29 0.45 -0.39 0.35 0.04 0.22 0.22 0.61 0.24 0.37 0.21 0.59 0.46 -1.39 0.38 0.42 -1.67 2.56 0.38 0.59 -0.04 2.41 0.41 0.40 1.23 -1.71

=====

[2]
ORCA calculation (ωB97M-V/def2-TZVPD) on a cluster of 3 separate species, C24H40BClN3O6 in total at a distorted geometry.

Geometry (Å):
H (-5.346009, 0.975235, -4.528583)
C (-4.540078, -2.067679, -0.035265)
H (1.707393, 1.319821, -2.418099)
C (3.524928, 1.270549, 0.455748)
H (-2.806171, 0.019574, 0.783207)
C (4.624419, -2.847387, -1.263406)
C (1.095839, 1.784148, -1.628072)
H (-8.100810, -1.456292, -3.257611)
H (1.260696, -2.567941, 3.965838)
H (5.105737, -3.273672, -0.371709)
O (-6.117494, -1.991168, -3.295469)
H (3.563810, -3.160794, -1.293538)
O (-1.653276, 1.665569, -0.286460)
H (3.541011, 3.877381, -1.899478)
C (3.096933, 3.380856, -1.014942)
C (-2.558552, -1.039994, 0.728195)
C (-3.151824, -1.679693, -0.516309)
H (2.076095, 2.733033, 1.168841)
H (-7.666600, 0.922164, -3.112244)
H (-1.472044, -1.146621, 0.780104)
H (3.219988, 4.099075, -0.180784)
N (4.197883, -1.915040, 2.377092)
H (1.273394, 3.868435, -2.162593)
H (-1.331241, 3.355398, -1.265571)
H (0.494329, 0.982423, 3.992656)
H (3.664094, -0.925218, -1.576182)
C (-6.017482, 0.139012, -4.334608)
H (1.134217, 1.125800, -0.733531)
Cl (6.614504, -1.312396, 0.689087)
C (1.644786, 2.905312, 4.199134)
H (5.690270, 0.411363, -0.573897)
B (2.393683, -0.894125, 4.058902)
H (-6.147762, 0.650078, -2.247484)
C (2.553134, 1.765329, 1.360187)
N (2.760695, -0.114488, 2.785140)
C (1.074481, 1.688684, 3.378258)
O (-3.160052, -1.692996, 1.854215)
H (0.799664, -1.516752, 5.108621)
C (2.159372, 1.057674, 2.517092)
C (-6.798984, 0.267334, -3.039050)
H (-4.332487, -1.021826, -3.606482)
H (5.079423, -3.299842, -2.164647)
C (3.700903, -0.642699, 1.953783)
C (3.663175, -2.847173, 1.756297)
C (3.880230, 2.057193, -0.807496)
H (-5.004197, -2.857969, -0.624017)
H (0.349309, 2.138301, 2.669833)
H (1.017712, 3.642533, -0.431826)
C (-5.284299, -1.175104, -4.128392)
H (-2.587380, -2.577791, -0.782863)
H (-3.154199, -1.011388, -1.377394)
H (4.210516, -0.992628, 4.684732)
H (5.272138, -0.977642, -2.283364)
C (-4.271615, -2.478147, 1.403303)
O (3.319722, -0.952817, 5.071167)
C (5.236035, -0.509033, -0.163509)
O (-0.268954, 1.708554, -2.093259)
C (4.139488, 0.004861, 0.798069)
C (-7.169480, -1.178165, -2.753769)
H (-6.707910, 0.053494, -5.177536)
C (1.555803, 3.225040, -1.308355)
H (3.754458, 1.406555, -1.693855)
H (4.956770, 2.322698, -0.733482)
O (2.982897, -3.646621, 1.305516)
H (-3.988019, -3.534113, 1.468660)
H (0.782380, 3.534126, 4.489285)
H (-5.086095, -1.696169, -5.066157)
H (-5.128432, -2.308260, 2.056835)
H (-5.198269, -1.194267, -0.057418)
C (4.695938, -1.299677, -1.396919)
N (1.100289, -1.569936, 4.132775)
H (2.260245, 2.597117, 5.056467)
H (2.228070, 3.538039, 3.500154)
H (-7.276815, -1.380060, -1.686750)
C (-1.130321, 2.260823, -1.176819)

Atomic forces in eV per Å
H 0.01 -0.03 0.01
C -0.23 0.10 -0.01
H -0.35 0.30 0.20
C -0.55 -0.42 1.29
H 0.05 -0.02 -0.04
C -0.48 0.04 -0.86
C -0.01 -0.30 0.39
H -0.05 0.06 0.07
H -0.34 0.20 -0.19
H -0.03 0.31 -0.40
O -0.02 0.37 0.00
H 0.56 0.04 0.21
O 0.37 -0.31 -0.31
H -0.07 -0.31 0.50
C -0.41 -0.01 -0.68
C -0.20 0.14 0.21
C 0.18 -0.17 -0.08
H 0.17 -0.57 0.13
H 0.00 -0.04 0.01
H 0.00 -0.01 0.10
H 0.16 -0.55 -0.32
N -0.41 0.04 -0.69
H 0.19 -0.30 0.37
H 0.27 -0.49 -0.54
H 0.47 0.11 -0.21
H 0.55 -0.12 0.09
C -0.11 0.02 -0.24
H 0.22 0.38 -0.43
Cl -0.41 0.27 -0.34
C -0.46 -0.10 -0.81
H -0.14 -0.56 0.35
B -0.12 -1.11 1.11
H -0.04 0.00 0.00
C 0.59 -0.58 -0.12
N 0.08 -0.10 -0.14
C 0.14 0.62 0.03
O 0.00 -0.07 -0.18
H -0.13 -0.25 -0.15
C -0.15 1.10 -1.08
C 0.09 0.12 0.23
H 0.05 0.05 -0.08
H -0.06 0.12 0.62
C 0.70 0.38 -0.77
C -0.65 1.05 1.12
C 0.06 0.31 0.57
H 0.01 0.04 -0.01
H 0.31 -0.48 0.27
H 0.01 -0.43 -0.50
C 0.17 -0.17 0.13
H -0.01 0.03 -0.03
H 0.00 0.01 0.04
H 0.05 0.44 0.53
H -0.06 -0.37 0.51
C 0.13 -0.17 0.08
O -0.36 -0.01 -1.33
C -0.11 0.57 -0.11
O 0.00 0.60 0.37
C -0.11 0.53 -0.33
C -0.14 -0.22 -0.11
H 0.04 0.02 0.00
C 0.13 0.16 0.10
H 0.21 0.27 0.45
H -0.49 -0.24 -0.15
O 0.30 -0.95 -0.44
H -0.10 -0.03 -0.03
H 0.52 -0.45 0.29
H -0.01 -0.08 0.06
H 0.08 0.03 0.06
H 0.00 -0.03 -0.01
C -0.30 0.04 0.33
N 0.85 0.72 0.32
H -0.28 0.22 -0.29
H -0.05 -0.36 0.53
H 0.05 -0.10 -0.03
C -0.33 0.72 0.35

E_HOMO: -10.85 eV
E_LUMO: -3.890 eV
spin multiplicity: 1
orbital gap: 6.96 eV
net charge: +1

So, what does the Mulliken scheme give us? The charges, in e, come out as: 0.33 -0.17 0.19 0.90 0.15 -1.37 -0.03 0.33 0.24 0.29 -0.41 0.36 -0.38 0.44 -1.33 -0.03 -0.37 0.40 0.36 0.11 0.32 -0.60 0.46 0.44 0.46 0.10 -0.55 0.21 -0.13 -1.07 0.37 0.72 0.17 -0.41 -0.04 -0.94 -0.43 0.23 0.00 -0.43 0.03 0.32 0.68 0.56 -0.77 0.37 0.29 0.33 -0.19 0.26 0.11 0.37 0.50 -0.66 -0.55 0.01 -0.43 -0.57 -0.43 0.26 -0.56 0.28 0.65 -0.32 0.30 0.39 0.30 0.29 0.06 -0.16 -0.47 0.30 0.32 0.25 -0.02

=====

> Look up the spin multiplicity of the second one.

1